Record 1
86
Properties=species:S:1:pos:R:3:lowdin_charge:R:1 method="wB97M-V/def2-TZVPD" charge=-1 molar_mass_g_mol=951.8 spin_multiplicity=1 total_energy_ev=-102332.60618 homo_lumo_gap_ev=7.4
Zr 0.007 0.008 -0.733 1.641
C 3.875 -2.013 1.154 -0.032
C 3.933 -0.532 0.938 -0.262
N 5.034 0.125 1.291 0.101
C 5.059 1.443 1.118 -0.116
C 4.021 2.187 0.575 -0.141
C 4.156 3.684 0.535 -0.218
O 3.724 4.314 1.741 -0.061
C 2.870 1.505 0.165 -0.026
C 1.632 2.140 -0.463 -0.348
N 0.479 1.784 0.356 -0.157
C 0.084 2.526 1.413 -0.355
C 0.374 3.896 1.570 -0.043
C -0.071 4.611 2.672 -0.100
C -0.830 4.005 3.661 -0.116
C -1.139 2.655 3.532 -0.165
C -0.682 1.941 2.445 -0.601
I -1.079 -0.098 2.304 1.133
C 2.828 0.121 0.371 -0.267
O 1.758 -0.614 0.052 -0.324
H 4.830 -2.358 1.544 0.071
H 3.077 -2.273 1.853 0.081
H 3.637 -2.535 0.225 0.064
H 5.967 1.951 1.432 0.108
H 5.212 3.945 0.447 0.115
H 3.642 4.106 -0.331 0.065
H 2.846 3.984 1.967 0.056
H 1.751 3.216 -0.588 0.069
H 0.915 4.418 0.790 0.104
H 0.178 5.663 2.745 0.101
H -1.176 4.565 4.520 0.091
H -1.730 2.156 4.289 0.089
C -1.272 -3.514 -4.424 -0.072
C -1.165 -4.839 -3.682 -0.207
N -0.148 -4.845 -2.633 -0.128
C 1.095 -5.567 -2.872 -0.262
C 2.178 -4.737 -3.544 -0.092
C -0.380 -4.234 -1.450 -0.814
S 0.768 -4.114 -0.239 0.647
N -1.685 -3.840 -1.277 0.102
C -2.047 -2.663 -0.905 -0.437
O -1.303 -1.614 -0.840 -0.285
C -3.501 -2.450 -0.621 -0.119
C -4.442 -3.417 -0.967 -0.031
C -5.785 -3.209 -0.697 -0.093
C -6.200 -2.038 -0.073 -0.097
C -5.266 -1.076 0.281 -0.069
C -3.921 -1.280 0.001 -0.040
H -2.061 -3.569 -5.177 0.072
H -0.338 -3.260 -4.925 0.057
H -1.515 -2.702 -3.736 0.062
H -0.912 -5.641 -4.378 0.110
H -2.127 -5.080 -3.228 0.105
H 0.849 -6.440 -3.484 0.109
H 1.455 -5.919 -1.906 0.066
H 1.841 -4.330 -4.499 0.061
H 3.059 -5.356 -3.730 0.072
H 2.468 -3.910 -2.897 0.036
H -4.102 -4.327 -1.440 0.102
H -6.512 -3.964 -0.972 0.095
H -7.251 -1.879 0.138 0.095
H -5.569 -0.163 0.778 0.104
H -3.190 -0.534 0.281 0.024
O -1.148 0.475 -2.715 -0.118
C -2.071 1.122 -2.170 -0.512
C -3.189 1.836 -2.891 -0.071
C -4.000 2.401 -1.729 -0.077
C -3.254 1.924 -0.476 -0.495
O -3.628 2.121 0.657 0.052
N -2.126 1.218 -0.846 0.053
H -3.732 1.123 -3.512 0.122
H -2.762 2.592 -3.549 0.122
H -5.023 2.031 -1.684 0.115
H -4.040 3.490 -1.714 0.117
Cl 1.324 -1.214 -2.929 0.804
C 2.221 0.172 -3.511 -0.506
C 3.011 -0.006 -4.624 -0.118
C 3.740 1.065 -5.120 -0.107
C 3.613 2.298 -4.506 -0.134
C 2.794 2.455 -3.401 -0.552
Cl 2.542 4.089 -2.843 0.720
C 2.090 1.389 -2.801 -0.329
N 1.283 1.452 -1.711 -0.114
H 3.061 -0.982 -5.087 0.101
H 4.379 0.943 -5.983 0.097
H 4.127 3.167 -4.895 0.096


Record 2
29
Properties=species:S:1:pos:R:3:lowdin_charge:R:1 method="wB97M-V/def2-TZVPD" charge=+1 molar_mass_g_mol=231.2 spin_multiplicity=1 total_energy_ev=-82165.80976 homo_lumo_gap_ev=7.2
C -0.127 -0.388 -2.483 -0.129
C -0.432 -0.610 -1.214 -0.149
C 0.597 0.786 -2.965 -0.371
C 0.095 0.258 -0.150 -0.395
C 1.544 1.451 -2.287 -0.325
C 0.317 1.235 -4.413 -0.042
C -1.768 1.230 2.456 -0.053
C 1.186 -1.719 2.999 -0.055
C -1.379 -0.025 1.695 -0.173
C 0.620 -1.577 1.572 -0.199
N 0.077 -0.200 1.277 -0.179
Br 2.045 0.803 -0.533 1.187
H -0.777 -0.807 -3.256 0.118
H -1.242 -1.474 -0.891 0.184
H 2.209 2.203 -2.678 0.075
H 0.631 2.332 -4.637 0.114
H -0.810 1.027 -4.494 0.105
H 0.940 0.624 -5.165 0.115
H -1.298 1.471 3.303 0.025
H -1.676 2.155 1.817 0.107
H -2.872 1.223 2.690 0.116
H 1.856 -0.941 3.143 0.034
H 0.330 -1.674 3.784 0.109
H 1.711 -2.771 3.330 0.154
H -1.985 -0.065 0.779 0.117
H -1.655 -0.960 2.252 0.138
H -0.260 -2.222 1.366 0.133
H 1.367 -1.733 0.871 0.084
H 0.755 0.370 1.831 0.156


Record 3
105
Properties=species:S:1:pos:R:3:lowdin_charge:R:1 method="wB97M-V/def2-TZVPD" charge=+1 molar_mass_g_mol=788.7 spin_multiplicity=2 total_energy_ev=-97617.06882 s2=0.88 homo_lumo_gap_ev="5.6 / 6.4"
O -3.754 -2.172 2.613 -0.249
V -3.222 -0.693 2.574 1.272
C -1.083 -0.442 0.086 -0.173
O -1.738 -0.808 1.246 -0.316
H -0.323 0.338 0.230 0.068
H -0.594 -1.308 -0.374 0.075
H -1.806 -0.045 -0.643 0.092
O 3.332 -2.741 -0.038 0.110
C 2.564 -2.816 -0.959 -0.512
O 2.280 -1.768 -1.763 -0.031
C 2.929 -0.519 -1.503 -0.218
C 2.668 0.339 -2.717 -0.045
C 1.860 -4.023 -1.494 0.042
H 3.997 -0.702 -1.389 0.134
H 2.544 -0.081 -0.575 0.098
H 3.191 -0.158 -3.534 0.096
H 2.957 1.379 -2.595 0.059
H 1.613 0.377 -3.004 0.060
H 1.859 -3.928 -2.580 0.090
H 0.822 -4.041 -1.159 0.066
H 2.298 -4.983 -1.241 0.106
O -0.023 -4.195 -4.492 0.134
C -0.960 -3.933 -3.806 -0.484
O -1.976 -4.811 -3.626 0.041
C -3.033 -4.220 -2.872 -0.141
C -2.406 -3.012 -2.158 -0.158
C -1.283 -2.612 -3.108 -0.075
H -3.496 -4.927 -2.189 0.126
H -3.810 -3.835 -3.539 0.132
H -2.006 -3.267 -1.168 0.094
H -3.142 -2.228 -1.977 0.103
H -0.372 -2.236 -2.647 0.099
H -1.669 -1.944 -3.880 0.118
O -4.634 6.267 -1.078 0.148
C -3.923 5.364 -0.772 -0.466
O -3.351 4.555 -1.705 0.034
C -2.578 3.493 -1.137 -0.148
C -2.554 3.775 0.378 -0.158
C -3.612 4.850 0.627 -0.051
H -1.579 3.542 -1.563 0.093
H -3.078 2.539 -1.318 0.120
H -1.585 4.169 0.682 0.087
H -2.776 2.838 0.891 0.089
H -3.295 5.643 1.297 0.127
H -4.505 4.399 1.062 0.126
O 3.376 0.745 5.039 0.136
C 3.180 -0.088 4.213 -0.474
O 2.372 0.168 3.145 -0.013
C 2.195 -1.004 2.341 -0.166
C 2.604 -2.185 3.231 -0.136
C 3.629 -1.533 4.171 -0.043
H 2.809 -0.961 1.438 0.101
H 1.155 -1.091 2.020 0.096
H 3.013 -3.020 2.668 0.117
H 1.725 -2.537 3.776 0.114
H 4.625 -1.562 3.729 0.141
H 3.587 -1.955 5.169 0.132
O 0.235 5.008 -0.828 0.127
C 1.237 4.500 -0.430 -0.493
O 2.138 5.125 0.337 0.046
C 3.289 4.318 0.630 -0.120
C 3.007 2.930 0.007 -0.137
C 1.768 3.140 -0.862 -0.079
H 3.422 4.251 1.707 0.117
H 4.172 4.802 0.218 0.130
H 2.799 2.264 0.849 0.097
H 3.853 2.504 -0.528 0.114
H 1.068 2.317 -0.738 0.102
H 2.008 3.308 -1.913 0.129
O 1.085 -7.159 2.343 0.153
C 0.482 -6.138 2.309 -0.471
O 0.923 -5.080 1.569 0.025
C 0.019 -3.986 1.584 -0.165
C -1.163 -4.393 2.485 -0.136
C -0.856 -5.816 2.949 -0.058
H -0.273 -3.815 0.547 0.092
H 0.440 -3.043 1.933 0.085
H -2.083 -4.405 1.904 0.106
H -1.248 -3.722 3.338 0.103
H -1.569 -6.588 2.675 0.132
H -0.699 -5.912 4.024 0.131
O -3.414 0.080 -3.441 0.105
C -2.594 0.798 -3.943 -0.481
O -2.914 1.589 -4.984 0.042
C -1.774 2.274 -5.521 -0.130
C -0.707 2.224 -4.427 -0.138
C -1.125 1.009 -3.587 -0.086
H -2.064 3.290 -5.778 0.131
H -1.484 1.776 -6.447 0.131
H -0.703 3.144 -3.845 0.108
H 0.259 2.097 -4.912 0.115
H -0.932 1.170 -2.528 0.093
H -0.533 0.146 -3.900 0.109
O -2.342 1.196 3.112 -0.037
C -1.313 1.791 3.443 -0.424
O -1.082 2.095 4.680 0.116
C 0.218 2.720 4.837 -0.070
C 0.648 3.134 3.425 -0.099
C -0.154 2.166 2.568 -0.064
H 0.919 1.994 5.248 0.127
H 0.156 3.567 5.512 0.140
H 1.720 3.005 3.313 0.115
H 0.319 4.143 3.183 0.131
H 0.357 1.251 2.249 0.112
H -0.535 2.534 1.612 0.103


Record 4
19
Properties=species:S:1:pos:R:3:lowdin_charge:R:1 method="wB97M-V/def2-TZVPD" molar_mass_g_mol=125.1 spin_multiplicity=1 smiles="O=CCNCO.O.O" total_energy_ev=-12967.89584 homo_lumo_gap_ev=9.7
O -0.336 0.281 2.451 0.038
C 0.643 0.472 1.773 -0.268
C 0.607 0.766 0.290 -0.180
N 0.733 -0.609 -0.236 -0.044
C -0.416 -1.067 -0.982 -0.280
O -0.008 -1.231 -2.343 -0.064
H 1.655 0.244 2.179 0.117
H 1.593 1.232 0.108 0.112
H -0.204 1.383 -0.084 0.117
H 1.598 -0.740 -0.754 0.118
H -0.729 -2.086 -0.657 0.121
H -1.332 -0.439 -0.926 0.131
H -0.308 -0.498 -2.883 0.078
H 4.785 1.639 3.543 0.032
H 5.030 0.135 3.123 0.029
O 4.434 0.745 3.555 -0.058
H -6.151 0.939 -3.486 0.027
H -5.652 -0.441 -3.883 0.042
O -5.378 0.492 -3.836 -0.069


Record 5
73
Properties=species:S:1:pos:R:3:lowdin_charge:R:1 method="wB97M-V/def2-TZVPD" molar_mass_g_mol=496.5 spin_multiplicity=1 total_energy_ev=-49386.45219 homo_lumo_gap_ev=2.8
C 1.506 2.956 4.815 -0.064
C 1.018 2.213 3.605 -0.285
C 0.737 0.853 3.744 -0.031
C 0.518 0.069 2.612 -0.041
C 0.681 0.618 1.343 -0.189
C 0.913 -0.316 0.145 -0.228
C -0.165 -1.399 0.002 -0.201
C -0.195 -2.143 -1.187 -0.104
C -0.732 -3.429 -1.168 -0.050
C -1.539 -3.816 -0.087 -0.298
C -2.065 -5.216 -0.008 -0.065
C -1.847 -2.871 0.901 -0.036
C -1.228 -1.609 0.888 -0.053
C 0.758 2.001 1.199 -0.030
C 0.958 2.790 2.332 -0.030
H 1.610 4.029 4.626 0.073
H 0.831 2.818 5.669 0.079
H 2.494 2.555 5.104 0.086
H 0.765 0.371 4.721 0.117
H 0.261 -0.992 2.703 0.114
H 0.771 0.299 -0.751 0.136
H 0.165 -1.703 -2.125 0.094
H -0.512 -4.142 -1.966 0.113
H -3.093 -5.227 0.374 0.078
H -2.052 -5.665 -1.007 0.073
H -1.452 -5.854 0.648 0.078
H -2.546 -3.098 1.712 0.113
H -1.571 -0.802 1.547 0.108
H 0.652 2.451 0.207 0.115
H 1.114 3.861 2.213 0.108
C 2.903 0.046 -3.609 -0.110
C 2.926 -0.156 -2.148 -0.597
C 3.322 0.803 -1.197 -0.132
C 3.212 0.353 0.108 -0.088
C 2.313 -0.825 0.230 -0.513
B -2.167 1.234 -0.599 -0.425
C 2.484 -1.810 1.413 -0.194
C 1.919 -3.080 1.359 -0.042
C 1.573 -3.731 2.550 -0.064
C 1.963 -3.189 3.778 -0.093
C 2.759 -2.046 3.797 -0.093
C 3.102 -1.406 2.601 -0.036
O -1.661 2.456 -0.732 0.122
C -2.390 2.856 -1.941 -0.445
C -3.654 3.529 -1.388 -0.013
C -1.542 3.858 -2.670 -0.006
C -2.639 1.457 -2.664 -0.445
C -4.010 1.229 -3.235 -0.007
C -1.577 1.096 -3.691 -0.007
O -2.543 0.467 -1.594 0.156
S 2.662 -1.662 -1.396 1.090
H 3.333 1.028 -3.848 0.082
H 3.493 -0.732 -4.111 0.079
H 1.872 0.000 -3.996 0.071
H 3.698 1.780 -1.516 0.118
H 3.598 0.885 0.976 0.109
H 1.692 -3.537 0.389 0.105
H 0.983 -4.647 2.513 0.105
H 1.611 -3.632 4.707 0.100
H 3.106 -1.628 4.742 0.106
H 3.795 -0.562 2.614 0.115
H -4.298 3.906 -2.191 0.097
H -4.232 2.860 -0.730 0.099
H -3.342 4.368 -0.749 0.103
H -2.096 4.200 -3.551 0.102
H -1.356 4.714 -2.015 0.100
H -0.574 3.452 -2.981 0.090
H -4.129 1.789 -4.163 0.098
H -4.130 0.160 -3.435 0.106
H -4.796 1.520 -2.534 0.089
H -1.740 1.699 -4.593 0.097
H -0.550 1.257 -3.335 0.088
H -1.649 0.035 -3.974 0.104


Record 6
11
Properties=species:S:1:pos:R:3:lowdin_charge:R:1 method="wB97M-V/def2-TZVPD" charge=-1 molar_mass_g_mol=135.1 spin_multiplicity=1 total_energy_ev=-22184.45029 homo_lumo_gap_ev=7.5
C 1.507 -0.428 -0.564 -0.855
C -2.359 0.980 -0.159 -0.817
C 2.208 -0.506 0.700 -0.123
O -2.616 -0.404 -0.311 -0.012
O -3.360 1.678 0.038 -0.045
O -1.138 1.297 -0.267 -0.212
O 1.691 -1.624 -0.031 -0.005
S 0.796 0.457 -1.689 0.823
H -1.698 -0.710 -0.260 0.055
H 3.269 -0.336 0.933 0.106
H 1.699 -0.403 1.612 0.085


Record 7
49
Properties=species:S:1:pos:R:3:lowdin_charge:R:1 method="wB97M-V/def2-TZVPD" charge=+2 molar_mass_g_mol=587.7 spin_multiplicity=1 total_energy_ev=-44818.12071 homo_lumo_gap_ev=6.9
Ir -0.726 0.191 -0.054 1.024
C -0.211 2.300 3.608 -0.047
C 0.325 3.504 3.178 -0.037
C 0.571 3.722 1.829 0.007
C 0.275 2.727 0.908 -0.184
C -0.274 1.516 1.347 -0.260
C -0.505 1.291 2.693 -0.085
C 0.463 2.813 -0.539 -0.196
C 1.012 3.902 -1.230 0.037
C 1.109 3.841 -2.590 0.050
C 0.656 2.700 -3.288 -0.134
C 0.725 2.605 -4.697 0.003
C 0.266 1.491 -5.339 -0.036
C -0.281 0.429 -4.592 -0.037
C -0.359 0.489 -3.227 -0.043
C 0.111 1.629 -2.547 -0.197
N 0.042 1.721 -1.177 -0.062
H -0.397 2.138 4.661 0.120
H 0.555 4.278 3.896 0.122
H 0.986 4.667 1.505 0.122
H -0.915 0.349 3.037 0.098
H 1.345 4.769 -0.679 0.123
H 1.531 4.666 -3.150 0.139
H 1.145 3.434 -5.252 0.130
H 0.317 1.419 -6.416 0.122
H -0.650 -0.448 -5.108 0.121
H -0.790 -0.346 -2.686 0.082
C 3.552 -2.596 0.651 0.002
N 2.191 -2.994 1.014 -0.107
C 1.841 -4.156 1.671 0.016
C 0.513 -4.152 1.824 0.013
N 0.023 -2.965 1.247 0.046
C 1.094 -2.273 0.760 -0.573
S 1.249 -0.787 -0.075 0.831
C -1.358 -2.638 1.217 -0.198
C -2.285 -3.580 1.659 0.037
C -3.629 -3.274 1.652 0.011
C -4.046 -2.029 1.199 -0.005
C -3.081 -1.159 0.772 -0.101
N -1.755 -1.442 0.770 -0.052
H 4.231 -3.371 0.989 0.108
H 3.800 -1.654 1.138 0.103
H 3.630 -2.490 -0.430 0.102
H 2.576 -4.882 1.973 0.150
H -0.113 -4.879 2.298 0.126
H -1.975 -4.552 1.999 0.114
H -4.346 -4.006 1.997 0.138
H -5.087 -1.743 1.178 0.133
H -3.350 -0.171 0.409 0.123


Record 8
78
Properties=species:S:1:pos:R:3:lowdin_charge:R:1 method="wB97M-V/def2-TZVPD" charge=+1 molar_mass_g_mol=865.3 spin_multiplicity=2 total_energy_ev=-108449.51196 s2=0.76 homo_lumo_gap_ev="7.9 / 5.4"
Cu 0.415 0.898 1.605 0.184
C -0.518 2.195 4.272 -0.174
C 0.798 2.823 3.791 -0.172
N 1.636 1.873 3.075 -0.111
C 2.329 0.844 3.832 -0.166
C 1.436 -0.384 4.067 -0.157
N 0.657 -0.696 2.868 -0.107
C -0.709 -1.118 3.134 -0.213
C -1.579 0.033 3.693 -0.172
N -1.099 1.334 3.246 -0.076
H -1.200 3.008 4.549 0.127
H -0.329 1.613 5.177 0.109
H 1.318 3.262 4.652 0.124
H 0.563 3.622 3.083 0.127
H 2.292 2.395 2.511 0.051
H 2.694 1.218 4.797 0.128
H 3.182 0.519 3.231 0.118
H 0.749 -0.200 4.889 0.106
H 2.075 -1.220 4.370 0.131
H 1.135 -1.387 2.301 0.112
H -0.746 -1.965 3.830 0.125
H -1.135 -1.441 2.182 0.030
H -1.602 -0.012 4.786 0.116
H -2.603 -0.133 3.350 0.125
H -1.800 1.834 2.717 0.129
C -2.944 -3.856 0.588 -0.298
Sb -1.057 -3.001 -0.072 1.325
C 0.150 -4.382 1.088 -0.316
C -1.014 -4.242 -1.868 -0.314
C -2.043 -3.690 -2.773 -0.318
C -3.322 -4.239 -2.769 -0.063
C -4.351 -3.687 -3.506 -0.070
C -4.112 -2.559 -4.277 -0.075
C -2.845 -2.015 -4.311 -0.060
C -1.791 -2.570 -3.583 -0.319
C -0.463 -1.972 -3.699 -0.272
Sb -0.180 -0.303 -2.224 1.260
C -0.065 1.113 -3.851 -0.303
C -2.233 0.210 -1.769 -0.275
H -2.891 -4.940 0.547 0.013
H -3.744 -3.514 -0.058 -0.004
H -3.160 -3.548 1.606 -0.005
H -0.053 -5.396 0.762 0.006
H -0.109 -4.285 2.137 -0.006
H 1.207 -4.169 0.959 -0.005
H -1.238 -5.264 -1.569 0.070
H -0.009 -4.206 -2.275 0.054
H -3.510 -5.116 -2.167 0.113
H -5.337 -4.131 -3.481 0.108
H -4.913 -2.107 -4.845 0.107
H -2.649 -1.150 -4.933 0.112
H -0.325 -1.487 -4.660 0.063
H 0.346 -2.672 -3.538 0.048
H -0.874 0.888 -4.546 0.013
H 0.887 1.030 -4.372 0.012
H -0.186 2.116 -3.466 -0.004
H -2.781 0.348 -2.698 0.013
H -2.220 1.139 -1.212 0.002
H -2.700 -0.570 -1.176 -0.019
C 4.232 3.629 1.834 -0.056
C 3.577 3.619 0.460 -0.301
O 2.208 3.230 0.546 -0.287
P 1.495 2.195 -0.478 0.103
O 0.109 1.926 0.004 -0.404
Te 2.861 0.264 -0.765 0.606
O 1.296 3.031 -1.831 -0.285
C 2.393 3.586 -2.558 -0.286
C 1.952 3.933 -3.969 -0.057
H 5.189 4.143 1.756 0.091
H 4.414 2.616 2.189 0.074
H 3.615 4.168 2.551 0.086
H 4.124 2.929 -0.193 0.075
H 3.622 4.621 0.030 0.120
H 3.214 2.859 -2.573 0.090
H 2.733 4.492 -2.045 0.113
H 1.752 3.037 -4.545 0.054
H 2.733 4.496 -4.472 0.086
H 1.051 4.540 -3.936 0.090


Record 9
7
Properties=species:S:1:pos:R:3:lowdin_charge:R:1 method="wB97M-V/def2-TZVPD" charge=+2 molar_mass_g_mol=282.0 spin_multiplicity=1 total_energy_ev=-14042.97371 homo_lumo_gap_ev="4.8 / 4.8"
O -2.977 -0.600 0.126 0.218
H -2.966 -1.182 0.898 0.179
O 0.980 -0.120 0.972 -0.323
O 0.556 0.637 -0.252 -0.298
C -1.788 -0.153 -0.155 0.003
C -0.734 0.358 -0.468 -0.024
Bi 2.469 -0.371 -0.292 2.246